DFT (the ωB97M-V functional and the def2-TZVPD basis) results for 2 unconnected molecules or ions with the total composition CH2FNO2.

## Properties
* LUMO (alpha / beta): -1.9 / -1.9 eV
* total charge: 0
* energy above the lowest of the compared OMol25 structures with the same formula, charge and spin: 423.17 kJ/mol

Each atom is followed by the atoms it is bonded to, with distances in Å.
Geometry (Å):
1 C 0.054 -0.115 1.158  N2 1.382, O3 1.208, H6 1.146
2 N 0.181 -0.482 -0.169  C1 1.382, F5 1.337
3 O -0.161 -0.795 2.132  C1 1.208
4 O -0.154 1.004 -1.258  H7 1.073
5 F -0.515 -1.452 -0.771  N2 1.337
6 H 0.367 0.988 1.157  C1 1.146
7 H 0.227 0.853 -2.250  O4 1.073

Atom-resolved charges from Mulliken, all expressed in e: 0.224, 0.150, -0.430, -0.473, -0.088, 0.276, 0.341